No. 1
{
  "formula": "C8H30N6O7",
  "method": "ωB97M-V with the def2-TZVPD basis set",
  "symbols": ["C", "C", "O", "H", "H", "H", "H", "H", "H", "C", "O", "N", "N", "H", "H", "H", "H", "C", "O", "N", "N", "H", "H", "H", "H", "C", "O", "N", "N", "H", "H", "H", "H", "C", "O", "H", "H", "H", "H", "C", "O", "H", "H", "H", "H", "C", "O", "H", "H", "H", "H"],
  "xyz": [[-0.096235, 2.401059, 4.344137], [-0.204235, 0.938059, 4.788137], [-1.147235, 0.298059, 4.036137], [0.664765, 3.054059, 4.851137], [-1.023235, 2.946059, 4.583137], [0.079765, 2.279059, 3.300137], [-0.184235, 0.992059, 5.909137], [0.709765, 0.361059, 4.560137], [-1.979235, 0.732059, 4.189137], [1.090765, -2.300941, -2.480863], [1.402765, -1.639941, -3.668863], [1.371765, -3.601941, -2.379863], [0.251765, -1.844941, -1.589863], [1.907765, -4.023941, -3.129863], [1.329765, -4.097941, -1.461863], [-0.281235, -2.310941, -0.845863], [-0.127235, -0.935941, -1.803863], [-1.220235, 0.576059, -3.768863], [-1.002235, 0.644059, -2.371863], [-0.430235, -0.003941, -4.601863], [-2.079235, 1.253059, -4.387863], [0.423765, -0.512941, -4.272863], [-0.458235, 0.228059, -5.660863], [-2.813235, 1.807059, -3.916863], [-2.227235, 1.287059, -5.390863], [0.346765, -4.105941, 1.675137], [0.984765, -4.019941, 0.473137], [-0.718235, -4.824941, 1.975137], [0.659765, -3.302941, 2.680137], [-1.134235, -5.475941, 1.196137], [-1.007235, -4.951941, 2.977137], [1.242765, -2.539941, 2.611137], [0.170765, -3.391941, 3.586137], [-1.227235, 2.603059, 0.863137], [-2.156235, 2.377059, -0.257863], [-0.931235, 1.579059, 1.087137], [-1.793235, 3.112059, 1.671137], [-0.382235, 3.348059, 0.609137], [-1.897235, 1.463059, -0.531863], [0.987765, 3.148059, -2.139863], [-0.307235, 3.584059, -2.124863], [1.581765, 4.047059, -2.420863], [1.129765, 2.310059, -2.858863], [1.235765, 2.827059, -1.141863], [-0.829235, 2.995059, -1.612863], [1.735765, 0.445059, 0.560137], [1.694765, -0.942941, 0.937137], [1.294765, 1.086059, 1.323137], [1.158765, 0.649059, -0.317863], [2.763765, 0.818059, 0.258137], [1.436765, -1.358941, 0.095137]],
  "atomic_forces_ev_per_a": [[0.4, 0.3, 1.0], [3.1, 1.4, 1.4], [-1.3, -1.1, 0.1], [-0.2, -1.1, -0.5], [-0.1, -0.4, -0.5], [0.1, 0.9, -1.0], [-1.2, -0.9, -0.5], [0.0, 0.6, 0.0], [-0.8, 0.2, -0.1], [0.4, 0.2, -6.4], [-0.6, -2.6, 5.6], [1.2, -1.4, 0.6], [-1.3, 2.2, 1.8], [-0.1, 0.4, 0.4], [-0.1, 0.8, -1.0], [1.1, -0.6, -0.8], [-0.3, 0.9, -0.3], [3.7, -0.1, 7.1], [-1.3, -0.9, -5.7], [3.4, -1.9, -3.5], [-7.1, 4.9, -1.2], [-0.4, -0.2, 0.2], [-0.1, -0.6, 2.9], [1.1, -0.7, 0.0], [0.6, -0.5, 0.4], [3.1, 2.0, -5.0], [-3.2, -0.8, 5.1], [-2.9, -3.9, -1.5], [-0.8, -0.9, 2.5], [1.3, 1.7, 2.5], [0.3, 0.1, -2.0], [1.7, 1.7, -0.8], [0.5, 0.2, -1.2], [-0.7, 1.1, -0.9], [1.3, -0.7, 0.6], [0.7, 0.5, 0.9], [0.3, -0.7, -0.3], [-1.0, -1.5, 0.1], [-0.7, 1.1, -0.5], [1.1, 0.2, -0.8], [-1.1, 1.6, -0.9], [0.1, -0.9, 0.1], [0.2, 0.4, 0.4], [0.8, -0.3, 0.4], [-1.1, -0.9, 0.6], [1.2, 0.4, 0.0], [-0.1, 1.0, -0.8], [0.4, -0.2, 0.3], [-0.7, -0.2, -0.7], [-0.8, -0.6, 0.8], [0.2, -0.5, 0.6]],
  "fmax_ev_per_a": 8.7,
  "smiles": "NC(N)=O.NC(N)=O.NC(N)=O.CCO.CO.CO.CO",
  "e_tot_ha": -1177.9569,
  "spin_multiplicity": 1,
  "charge": 0,
  "lumo_energy_ev": 0.3,
  "homo_lumo_gap_ev": 9.33,
  "e_homo_ev": -9.04
}



No. 2
{
  "formula": "C15H31IP2V",
  "method": "ωB97M-V with the def2-TZVPD basis set",
  "symbols": ["P", "P", "C", "C", "H", "H", "H", "H", "C", "H", "H", "H", "C", "H", "H", "H", "C", "H", "H", "H", "C", "H", "H", "H", "V", "C", "C", "C", "C", "C", "C", "C", "C", "C", "H", "H", "H", "H", "H", "H", "H", "H", "H", "H", "H", "H", "H", "H", "H", "I"],
  "xyz": [[0.697457, 1.701833, -1.369479], [1.441685, -1.628924, 0.914200], [2.081751, 0.766955, -0.591422], [2.084499, -0.785050, -0.565447], [2.257098, 1.193105, 0.409251], [2.975667, 1.136166, -1.131985], [1.627352, -1.143599, -1.490806], [3.144885, -1.056817, -0.638431], [2.506744, -1.015442, 2.235166], [2.082281, -1.296068, 3.199629], [2.617701, 0.071488, 2.204319], [3.494065, -1.471596, 2.136788], [1.980790, -3.342948, 0.671659], [3.061106, -3.441874, 0.900249], [1.810497, -3.683563, -0.366794], [1.417164, -4.003153, 1.357742], [0.772547, 3.471313, -1.042467], [-0.145960, 3.898882, -1.442427], [1.622648, 3.881514, -1.591677], [0.874162, 3.680231, 0.014152], [1.222253, 1.642956, -3.135849], [1.515414, 0.605207, -3.410643], [2.108270, 2.298164, -3.243824], [0.397607, 1.989652, -3.783970], [-3.109357, 0.727142, 2.518582], [-0.283279, -1.666184, 1.043364], [-0.157750, -0.397254, 1.798724], [-0.336390, 0.991919, 1.373446], [-1.463011, 1.363253, 0.382133], [-1.022265, 1.324646, -1.205139], [-0.828123, 0.084667, -1.919973], [-0.965270, -1.282598, -1.517876], [-1.316204, -1.682033, -0.113326], [-4.269535, -0.045091, 0.795971], [-0.465324, -2.543070, 1.681977], [-0.194455, -0.540470, 2.908720], [0.652302, 1.287215, 1.018558], [-0.509143, 1.639574, 2.255474], [-2.365150, 0.747265, 0.579730], [-1.677856, 2.465319, 0.457575], [-1.727607, 1.984795, -1.736028], [-0.869598, 0.200205, -2.990745], [-0.142859, -1.907105, -1.898858], [-1.794066, -1.657635, -2.150640], [-2.202507, -1.106731, 0.190043], [-1.695896, -2.700163, -0.122848], [-4.831331, -0.971839, 0.885926], [-4.149395, 0.111689, -0.280819], [-4.916973, 0.784187, 1.142293], [-3.006642, -0.680133, 4.665804]],
  "atomic_forces_ev_per_a": [[-1.4, -1.5, -2.1], [-0.2, 0.7, -0.8], [0.5, 0.6, 0.8], [0.3, 1.1, -0.7], [0.0, -0.3, -0.3], [-0.5, -0.3, -0.2], [-0.2, -0.1, 0.3], [-0.1, -0.2, 0.3], [0.4, -0.5, 0.4], [0.0, 0.1, -0.1], [-0.3, -0.2, 0.0], [0.2, -0.1, 0.0], [1.2, -0.8, 0.0], [-0.5, -0.2, -0.2], [-0.1, 0.2, 0.5], [0.3, 0.3, -0.3], [1.6, 0.7, -0.1], [0.0, -0.1, 0.1], [0.0, 0.5, 0.3], [-0.1, 0.2, 0.2], [0.3, 0.1, 0.1], [-0.4, 0.8, 0.2], [-0.4, -0.1, -0.1], [0.5, -0.2, 0.2], [0.2, -1.2, -1.9], [-1.2, -0.2, -1.1], [-0.4, -0.3, 3.4], [-0.3, 0.9, -0.4], [1.1, 1.4, -1.7], [-1.3, 0.4, 3.0], [2.5, 0.2, -0.7], [-1.2, -2.2, -0.9], [-0.3, -0.7, 0.6], [0.1, 0.4, 1.0], [-0.4, 0.4, 0.3], [0.0, 0.2, -1.0], [-0.5, 1.2, -0.2], [0.2, -0.3, 0.0], [0.3, 0.4, -0.7], [-0.1, -0.9, 0.4], [0.3, 0.6, 0.2], [-0.2, 0.1, -0.3], [0.3, -0.2, 0.2], [-0.1, -0.6, 0.4], [0.5, -0.1, 0.3], [0.0, -0.3, -0.4], [-0.1, -0.1, 0.4], [0.4, 0.2, 0.1], [-0.7, 0.1, -0.2], [-0.1, -0.1, 0.6]],
  "fmax_ev_per_a": 3.5,
  "e_tot_ha": -2514.1898,
  "spin_multiplicity": 4,
  "charge": 0,
  "lumo_energy_ev": [0.1, -0.3],
  "homo_lumo_gap_ev": [5.23, 4.81],
  "e_homo_ev": [-5.09, -5.10]
}